Entry 1:
41
Properties=species:S:1:pos:R:3:forces:R:3:lowdin_charge:R:1 method="wB97M-V/def2-TZVPD" orbital_gap_ev=4.04 total_charge=-1
Cs -31.527 25.559 -22.075 -0.132 0.213 0.578 1.0600
B -31.520 28.672 -22.905 -0.228 0.801 -0.195 -0.5389
H -31.410 28.955 -24.090 0.221 -0.116 -0.152 -0.0684
H -32.555 28.061 -22.762 -0.442 -0.290 0.078 -0.1257
H -30.607 28.020 -22.475 0.661 -0.231 0.001 -0.1556
H -31.575 29.694 -22.247 -0.043 0.098 0.022 -0.0654
C -30.591 25.678 -16.629 0.140 0.262 0.260 -0.0513
C -31.386 24.670 -17.452 0.332 -0.876 -0.210 -0.5433
C -32.084 23.675 -16.510 -0.657 0.089 0.302 -0.1419
C -33.462 24.201 -16.107 0.243 0.318 -0.031 -0.1929
C -34.354 24.323 -17.337 -0.509 -0.837 0.466 -0.1437
C -33.598 24.763 -18.618 -0.585 -0.375 0.049 -0.5297
N -32.367 25.382 -18.227 0.076 1.061 0.830 -0.2286
O -31.783 26.359 -19.057 -0.172 -0.868 -0.849 -0.3660
C -34.448 25.802 -19.350 0.726 0.221 0.224 -0.0489
C -33.499 23.510 -19.540 0.118 -0.272 0.372 -0.0535
C -30.381 23.905 -18.366 0.030 0.749 -0.045 -0.0448
H -30.122 26.390 -17.305 -0.039 0.061 0.029 0.0730
H -29.829 25.195 -16.006 -0.003 -0.129 -0.167 0.0718
H -31.248 26.229 -15.950 -0.085 0.039 -0.133 0.0788
H -31.519 23.512 -15.588 0.330 -0.038 -0.206 0.1090
H -32.213 22.703 -16.997 0.061 -0.020 0.030 0.1016
H -33.349 25.183 -15.637 0.079 -0.042 -0.034 0.1039
H -33.919 23.547 -15.358 -0.046 -0.028 -0.044 0.0996
H -35.222 24.947 -17.097 0.234 0.357 -0.207 0.1063
H -34.814 23.329 -17.477 0.167 0.091 -0.262 0.1055
H -33.884 26.102 -20.230 -0.338 0.124 -0.223 0.0319
H -34.497 26.693 -18.723 -0.141 0.012 -0.035 0.0925
H -35.446 25.432 -19.578 -0.013 -0.096 -0.085 0.0793
H -34.505 23.137 -19.755 0.025 0.198 -0.431 0.0733
H -33.012 22.669 -19.038 0.152 0.159 0.063 0.0584
H -32.923 23.724 -20.441 -0.244 -0.071 -0.110 -0.0096
H -29.456 23.678 -17.830 -0.074 -0.322 -0.041 0.0689
H -30.131 24.617 -19.162 0.017 -0.060 0.039 0.0482
H -30.833 23.022 -18.817 0.112 -0.153 0.137 0.0554
C -27.720 25.138 -22.767 -0.140 -0.038 0.092 -0.1567
O -28.790 25.946 -23.236 0.351 -0.202 -0.159 -0.2548
H -27.155 24.668 -23.578 -0.084 0.154 -0.138 0.0727
H -27.023 25.702 -22.146 -0.029 -0.040 0.091 0.0836
H -28.162 24.336 -22.172 0.140 -0.001 0.117 0.0717
H -28.557 26.877 -23.175 -0.210 0.098 -0.020 0.0743

---

Entry 2:
45
Properties=species:S:1:pos:R:3:forces:R:3:lowdin_charge:R:1 method="wB97M-V/def2-TZVPD" orbital_gap_ev=5.24 total_charge=-1
C 2.927 -1.062 0.144 -0.466 1.186 -0.280 -0.0270
C 2.250 -1.429 -1.234 -1.315 -2.844 -0.797 -0.4557
O 1.884 -2.626 -1.381 1.328 2.730 0.305 -0.0319
N 1.981 -0.514 -2.313 0.509 0.074 2.541 0.0164
C 1.467 0.807 -1.858 -0.354 1.094 -0.605 -0.2239
C 0.144 0.755 -0.965 -0.170 1.287 -0.009 -0.2052
C -1.155 1.364 -1.713 -0.762 -0.402 1.801 -0.1948
C -2.464 0.573 -1.115 0.518 -1.112 -1.089 -0.4210
N -2.895 -0.455 -2.129 2.023 -1.430 1.703 -0.3251
P -2.022 -1.927 -1.948 -3.921 0.926 -2.621 0.4645
O -2.616 -3.033 -2.845 1.420 1.292 1.304 -0.5787
H 3.032 0.059 0.262 0.025 -1.217 -0.156 0.0664
H 3.949 -1.532 0.275 -1.339 0.395 -0.431 0.0855
H 2.266 -1.420 0.998 0.882 0.339 -1.446 0.0651
H 1.406 -0.936 -3.048 0.214 -0.087 0.699 0.1169
H 1.226 1.399 -2.809 0.310 -0.809 1.302 0.1170
H 2.291 1.413 -1.344 -1.026 -1.075 -0.626 0.1040
H 0.360 1.386 -0.030 -0.435 -0.865 -1.176 0.1066
H -0.136 -0.273 -0.584 0.693 0.969 -0.640 0.0708
H -1.158 1.140 -2.828 0.052 0.400 1.447 0.0965
H -1.307 2.482 -1.479 0.696 -1.496 -0.654 0.0725
H -2.208 -0.013 -0.157 -0.013 1.268 -0.635 0.0596
H -3.317 1.282 -0.846 0.894 -0.702 -0.566 0.0619
H -2.144 -2.369 -0.585 0.613 0.349 0.038 -0.0242
H -0.605 -1.789 -2.201 -0.426 -0.178 0.350 -0.0322
C 2.541 -5.047 1.999 0.012 -0.018 -0.085 -0.2599
S 2.536 -3.812 3.315 -0.025 0.079 -0.183 0.8236
O 2.908 -2.504 2.697 0.097 -0.522 0.487 -0.5609
C 3.997 -4.440 4.169 0.151 -0.005 0.010 -0.2809
H 1.723 -4.823 1.314 0.059 0.107 0.068 0.0582
H 3.487 -5.010 1.457 -0.031 0.096 0.042 0.0601
H 2.391 -6.038 2.430 -0.020 0.061 0.062 0.0492
H 4.852 -4.442 3.492 -0.077 0.038 -0.038 0.0551
H 3.800 -5.451 4.531 -0.052 0.041 -0.025 0.0478
H 4.207 -3.788 5.017 -0.096 0.012 -0.078 0.0449
C -3.403 4.038 0.805 0.082 0.010 0.121 -0.2657
S -3.562 4.787 -0.829 0.241 -0.205 -0.160 0.8013
O -2.192 4.879 -1.414 -0.385 0.206 0.312 -0.5550
C -4.013 6.434 -0.240 0.063 0.137 0.113 -0.2854
H -3.089 3.001 0.679 -0.034 0.071 -0.143 0.0323
H -2.654 4.575 1.390 0.000 0.045 -0.098 0.0566
H -4.368 4.065 1.314 -0.006 -0.001 -0.078 0.0516
H -3.229 6.825 0.411 0.020 -0.066 -0.037 0.0523
H -4.959 6.381 0.301 0.020 -0.052 -0.041 0.0468
H -4.127 7.089 -1.104 0.029 -0.129 -0.009 0.0443

---

Entry 3:
44
Properties=species:S:1:pos:R:3:forces:R:3:lowdin_spin:R:1 method="wB97M-V/def2-TZVPD" orbital_gap_ev="6.46 / 6.49" s_squared=12.678 spin_multiplicity=7 de_lowest_ev=0.000 total_charge=+2
C -0.022 1.158 -5.149 -0.047 -0.565 -0.266 0.0000
C -0.031 1.617 -3.797 0.120 3.645 4.425 0.0004
H -0.008 2.037 -5.841 -0.012 -0.395 0.604 0.0000
H -0.946 0.554 -5.297 0.530 0.184 -0.020 0.0000
H 0.891 0.533 -5.282 -0.511 0.188 0.003 0.0000
O -0.027 2.186 -2.781 -0.055 -3.285 -4.881 0.0008
I 0.316 -2.574 -2.638 0.021 0.427 -0.389 -0.0299
Tb 0.002 -1.285 -0.117 -0.239 -1.042 0.393 6.1170
P 2.454 0.036 -0.384 1.205 0.124 0.700 -0.0179
C 2.940 1.318 0.822 -0.249 0.273 -0.075 -0.0007
C 3.002 -1.512 0.486 -0.115 -0.239 -0.010 -0.0040
H 3.979 -1.799 0.080 -0.266 -0.077 0.125 -0.0002
H 4.670 -0.301 -1.339 -0.284 0.285 0.007 -0.0006
H 2.325 -2.381 0.341 0.403 0.220 0.107 -0.0015
H 3.418 -0.230 -2.585 0.189 0.215 0.139 -0.0002
H 2.360 1.239 1.749 0.221 0.075 -0.374 0.0000
H 3.114 -1.332 1.564 -0.135 -0.063 -0.294 0.0001
C 3.758 0.230 -1.647 -0.022 -0.126 -0.567 -0.0035
H 4.009 1.265 1.050 -0.142 -0.030 -0.038 -0.0003
H 4.001 1.294 -1.798 -0.181 -0.377 -0.024 -0.0001
H 2.723 2.284 0.348 0.117 -0.061 0.274 0.0000
P -2.536 -0.043 -0.414 -1.781 0.465 0.755 -0.0180
C -3.019 1.322 0.723 0.378 0.180 0.028 -0.0009
C -3.752 0.268 -1.750 0.203 -0.008 -0.699 -0.0027
H -2.733 -2.386 0.404 -0.344 0.185 -0.034 0.0001
H -4.301 -1.683 -0.098 0.312 -0.053 0.264 0.0000
H -3.559 -1.251 1.478 0.067 0.019 -0.294 0.0000
C -3.356 -1.475 0.422 0.290 -0.521 0.102 -0.0002
H -3.432 -0.232 -2.673 -0.181 0.152 0.125 -0.0001
H -4.734 -0.143 -1.471 0.376 0.233 0.008 -0.0005
H -4.114 1.379 0.824 0.395 -0.092 -0.076 -0.0003
H -2.642 2.265 0.303 -0.184 -0.145 0.221 0.0000
H -3.861 1.347 -1.927 0.111 -0.321 -0.012 -0.0001
H -2.571 1.178 1.717 -0.130 0.050 -0.280 0.0000
Cl -0.237 -3.438 1.211 0.038 0.352 -0.197 -0.0176
C -0.111 -0.167 4.561 -0.102 0.217 -0.043 -0.0004
C 0.558 0.254 3.270 0.036 -0.127 -0.498 -0.0005
O 0.231 -0.669 2.146 -0.034 0.203 0.781 -0.0177
H -1.168 0.135 4.612 0.349 -0.205 -0.115 0.0000
H 0.417 0.327 5.385 -0.148 -0.150 -0.073 -0.0001
H -0.030 -1.250 4.703 0.007 0.154 0.083 0.0000
H 0.246 1.247 2.931 -0.032 -0.216 0.073 0.0000
H 1.651 0.265 3.357 -0.245 -0.187 0.125 0.0000
H 0.123 -1.586 2.499 0.074 0.437 -0.081 -0.0004